1.
104
Properties=species:S:1:pos:R:3 method="wB97M-V/def2-TZVPD" homo_ev="-12.33 / -12.33" s2=0.76 e_above_lowest_kj_mol=60.0 spin_multiplicity=2 total_charge=+2
Ti 0.2879 0.0289 0.3019
C 1.1959 -5.5247 0.1770
C 1.2170 -4.2843 -0.6716
C 1.5963 -4.2902 -2.0098
C 1.5694 -3.1129 -2.7300
C 1.1700 -1.9521 -2.0925
Br 1.1023 -0.3674 -3.1004
N 0.8173 -1.9029 -0.8101
C 0.8445 -3.0671 -0.1377
H 1.5719 -6.3845 -0.3735
H 0.1798 -5.7588 0.5025
H 1.8134 -5.4031 1.0690
H 1.9063 -5.2115 -2.4896
H 1.8468 -3.0806 -3.7736
H 0.5411 -3.0143 0.8923
C -0.2970 -2.7419 3.4313
P 0.7717 -1.3879 2.8159
C 2.3845 -2.1115 3.2710
C 0.4369 -0.1822 4.1500
C -0.8543 0.5727 3.8295
P -0.5390 1.5865 2.3454
C -2.0713 2.4998 2.0133
C 0.5774 2.8446 3.0390
H 0.0738 -3.0389 4.4139
H -0.2854 -3.6205 2.7902
H -1.3224 -2.4079 3.5422
H 2.3720 -2.3663 4.3320
H 3.2052 -1.4282 3.0731
H 2.5358 -3.0310 2.7022
H 1.2843 0.5034 4.2144
H 0.3736 -0.7127 5.1010
H -1.1610 1.2107 4.6594
H -1.6801 -0.1144 3.6290
H -2.4458 2.9715 2.9226
H -2.8382 1.8420 1.6118
H -1.8488 3.2737 1.2778
H 0.2180 3.1324 4.0280
H 0.5837 3.7163 2.3913
H 1.5931 2.4609 3.1072
N 3.4090 5.0936 -5.3871
C 2.8347 4.6302 -4.2498
C 3.0692 3.3134 -3.8082
C 2.4924 2.8594 -2.6430
C 1.6655 3.6915 -1.8993
C 1.4138 4.9930 -2.3267
C 1.9968 5.4599 -3.4800
S 0.9217 3.1166 -0.4401
O 0.1332 4.1663 0.1351
O 1.9416 2.5190 0.4154
N -0.0095 1.7961 -0.7896
C -1.0692 1.9867 -1.6702
N -1.1890 3.1486 -2.3023
C -2.1967 3.2725 -3.1584
C -3.0915 2.2445 -3.4027
C -2.8822 1.0855 -2.6865
N -1.8852 0.9437 -1.8122
H 3.9867 4.5053 -5.9578
H 3.2293 6.0252 -5.7132
H 3.7168 2.6618 -4.3841
H 2.6964 1.8519 -2.3038
H 0.7527 5.6276 -1.7495
H 1.8087 6.4765 -3.8055
H -2.2850 4.2284 -3.6634
H -3.9062 2.3454 -4.1055
H -3.5368 0.2293 -2.8122
C 4.7374 2.0690 -0.5009
O 4.1284 0.7687 -0.3381
P 2.9677 0.1384 0.5338
O 3.4354 -1.3930 0.4688
C 4.7983 -1.7894 0.7130
O 3.2396 0.6013 2.0464
C 4.2986 1.4523 2.5262
H 5.7065 2.0488 -0.0068
H 4.1104 2.8529 -0.0929
H 4.8798 2.2307 -1.5638
H 5.2077 -1.2638 1.5769
H 4.7847 -2.8562 0.9149
H 5.4043 -1.5813 -0.1651
H 4.0847 2.4869 2.2661
H 5.2615 1.1514 2.1180
H 4.3175 1.3424 3.6066
C -2.5838 -3.0552 0.8700
As -2.1674 -1.3243 0.0619
C -2.3131 -1.9868 -1.7628
C -3.8683 -0.4156 0.4733
C -5.0863 -1.2403 0.1825
C -5.6831 -1.9946 1.1904
C -6.7964 -2.7780 0.9260
C -7.3304 -2.8190 -0.3549
C -6.7531 -2.0616 -1.3640
C -5.6400 -1.2776 -1.0953
H -3.4319 -3.4672 0.3271
H -2.8693 -2.9653 1.9103
H -1.7459 -3.7392 0.7721
H -3.3564 -2.2059 -1.9837
H -1.7570 -2.9222 -1.8057
H -1.9063 -1.2849 -2.4829
H -3.8719 0.5293 -0.0626
H -3.8119 -0.1937 1.5381
H -5.2838 -1.9555 2.1989
H -7.2545 -3.3504 1.7232
H -8.2019 -3.4268 -0.5618
H -7.1767 -2.0712 -2.3606
H -5.2171 -0.6703 -1.8878

---

2.
39
Properties=species:S:1:pos:R:3 method="wB97M-V/def2-TZVPD" homo_ev=-9.12 e_above_lowest_kj_mol=5.7 spin_multiplicity=1
O -1.3080 -4.0639 0.4742
C -0.8722 -3.0599 -0.0440
C 0.1299 -3.1235 -1.2173
O 1.4154 -2.6210 -0.8628
C 1.6333 -1.3108 -0.9699
O 0.8077 -0.4953 -1.3130
C 3.0130 -0.9763 -0.6243
C 3.5787 0.2713 -0.6192
C 4.9315 0.2393 -0.2417
Br 6.0301 1.7605 -0.1230
C 5.3734 -1.0309 0.0339
Br 7.0992 -1.5042 0.5651
S 4.1315 -2.2146 -0.1645
N -1.1859 -1.8095 0.3163
C -2.1362 -1.4993 1.3601
C -3.0949 -0.3978 0.8882
C -2.3232 0.8203 0.4549
C -2.0900 1.0727 -0.8273
C -1.2527 2.2057 -1.3297
C -0.4096 2.8080 -0.2108
C -1.2800 3.0286 1.0204
C -1.7640 1.6829 1.5528
H -0.2646 -2.5548 -2.0665
H 0.2850 -4.1685 -1.4880
H 3.0444 1.1672 -0.8786
H -0.8361 -1.0165 -0.2127
H -1.6004 -1.1686 2.2573
H -2.6772 -2.4177 1.5978
H -3.7708 -0.1528 1.7092
H -3.6870 -0.7789 0.0545
H -2.5258 0.4398 -1.5900
H -0.6064 1.8378 -2.1297
H -1.9058 2.9710 -1.7628
H 0.0359 3.7486 -0.5395
H 0.3983 2.1163 0.0379
H -2.1399 3.6430 0.7461
H -0.7219 3.5561 1.7965
H -2.5272 1.8350 2.3208
H -0.9275 1.1606 2.0293

---

3.
13
Properties=species:S:1:pos:R:3 method="wB97M-V/def2-TZVPD" homo_ev=-10.34 e_above_lowest_kj_mol=331.4 spin_multiplicity=1
C 0.2823 1.5764 -0.6336
C 0.8237 1.5189 0.5825
C 1.4288 0.3135 1.0806
N 1.9055 -0.6663 1.4756
H -0.1842 2.4883 -0.9903
H 0.2712 0.7202 -1.2997
H 0.8192 2.3704 1.2558
H -2.0964 -0.3981 0.6970
H -2.0927 -0.0883 1.3751
C -0.3265 -1.9299 -0.8383
O -1.2963 -1.3770 -1.2996
H 0.4797 -2.3204 -1.4888
H -0.1792 -2.0564 0.2495

---

4.
54
Properties=species:S:1:pos:R:3 method="wB97M-V/def2-TZVPD" homo_ev=-14.19 e_above_lowest_kj_mol=1519.6 spin_multiplicity=1 total_charge=+2
Y -1.2841 -1.2971 5.5967
C -1.4249 1.2664 0.6376
C -0.5648 0.1826 1.2342
C 0.6590 -0.1357 0.3478
O -0.1796 0.4326 2.5628
H -0.9363 2.2135 0.4084
H -2.3612 1.3982 1.1798
H -1.8096 0.9127 -0.3189
H -1.1884 -0.7106 1.2739
H 0.4187 -0.1922 -0.7139
H 1.0256 -1.1547 0.4720
H 1.4495 0.5892 0.5421
O 4.6420 -3.0549 -1.3455
H 4.0952 -2.6192 -0.6917
H 5.2364 -3.6036 -0.8339
O -1.1212 4.0565 4.4286
H -0.5754 4.7272 4.0182
H -1.1241 3.3329 3.8020
O 0.2269 -3.8308 -3.5245
H -0.6246 -3.9936 -3.1185
H 0.1925 -2.9131 -3.7944
O 2.2146 4.0624 -1.6342
H 2.9988 4.5116 -1.9498
H 2.3499 3.1458 -1.8748
O 3.9988 -2.4028 2.9513
H 4.6314 -2.6239 3.6348
H 4.4361 -1.7314 2.4277
O -1.3688 -5.0013 1.3400
H -0.7381 -5.6045 1.7333
H -1.8814 -4.6743 2.0793
O -2.6730 -3.9247 -1.8765
H -2.2214 -4.0959 -1.0501
H -3.5591 -4.2597 -1.7397
O -6.0781 1.3499 0.0178
H -5.4881 1.9182 0.5128
H -6.8396 1.8990 -0.1690
O -0.9840 5.4683 -2.4015
H -1.5718 5.1080 -1.7375
H -0.1056 5.2636 -2.0809
O -2.5155 -0.7767 -3.8162
H -1.6511 -0.4637 -3.5497
H -2.7259 -1.4660 -3.1863
O -3.9248 0.4777 4.6018
H -4.7156 -0.0117 4.3751
H -4.1691 1.3958 4.4855
O 3.2809 2.2375 3.1983
H 3.9380 1.6190 2.8791
H 2.4560 1.7536 3.1575
O 4.2344 0.7537 -2.6829
H 4.3066 -0.1817 -2.4931
H 5.1015 1.0011 -3.0040
O 1.1377 -0.1776 -4.6489
H 1.4971 -0.3273 -5.5234
H 1.8775 0.1518 -4.1386

---

5.
117
Properties=species:S:1:pos:R:3 method="wB97M-V/def2-TZVPD" homo_ev="-6.96 / -7.36" s2=0.76 e_above_lowest_kj_mol=219.5 spin_multiplicity=2
Ti -0.4988 1.4650 -0.8955
C 1.1531 2.3954 1.9591
N 1.0896 2.2572 0.4480
C 2.2544 2.1353 -0.1961
C 2.3398 1.5063 -1.4726
C 3.3594 0.9513 -2.2866
C 2.8151 0.6829 -3.5162
C 1.4749 0.9663 -3.4160
N 1.1299 1.4103 -2.1715
C 1.4929 3.7590 2.4153
C 2.0608 3.9597 3.6918
C 2.2164 5.2171 4.2058
C 1.9376 6.3869 3.4384
C 1.3682 6.1950 2.1822
C 1.1272 4.9212 1.6698
H 1.8848 1.6436 2.2294
H 0.2259 1.8967 2.3726
H 3.2047 2.4172 0.2912
H 4.3949 1.0811 -1.8683
H 3.4414 0.2678 -4.2973
H 0.7026 0.9641 -4.2196
H 2.3219 3.1029 4.3202
H 2.4707 5.3051 5.2124
H 2.1628 7.3713 3.8645
H 1.0935 7.0872 1.5976
H 0.7226 4.7658 0.6759
N -1.9535 1.6770 0.5664
P -3.6317 2.0058 0.5023
C -4.2772 1.2983 2.0059
C -5.6170 0.9625 2.0628
C -6.0785 0.3318 3.1976
C -5.2944 0.0189 4.2995
C -3.9952 0.3782 4.2991
C -3.5154 1.0829 3.1948
C -3.7433 3.7756 1.0164
C -3.4854 4.1709 2.2946
C -3.7839 5.5794 2.6725
C -4.4326 6.4587 1.8387
C -4.7917 6.0074 0.5837
C -4.4217 4.6971 0.1746
P 0.4524 -2.1626 1.7559
C -0.8046 -2.9000 2.7108
C -2.1594 -2.7730 2.3116
C -3.1448 -3.2069 3.1781
C -2.8320 -3.7900 4.4392
C -1.5502 -3.8561 4.7974
C -0.5609 -3.2734 3.9941
C 1.7855 -3.4400 2.0631
C 3.1505 -3.1022 1.9494
C 4.2117 -4.0264 2.0819
C 3.9015 -5.3441 2.4310
C 2.5619 -5.7316 2.5343
C 1.5229 -4.8253 2.3243
H -1.7855 1.0342 1.3764
H -6.3102 1.0771 1.1974
H -7.1459 0.2526 3.3067
H -5.7089 -0.5672 5.1147
H -3.3806 0.1449 5.1505
H -2.5031 1.5409 3.2642
H -2.8814 3.5788 3.0165
H -3.5267 5.9867 3.6392
H -4.7216 7.4239 2.3160
H -5.3882 6.5801 -0.0971
H -4.7819 4.1926 -0.7325
H -2.4128 -2.4039 1.3459
H -4.2557 -3.1177 2.9105
H -3.6232 -4.2873 5.0632
H -1.1722 -4.3022 5.7003
H 0.4242 -3.3456 4.3235
H 3.4138 -2.0562 1.7833
H 5.1889 -3.7258 1.7259
H 4.6609 -6.0968 2.6235
H 2.1723 -6.7123 2.6604
H 0.5159 -5.1780 2.4698
S -4.0524 -0.8798 -2.2981
C -2.8248 -1.7612 -1.7071
N -1.9461 -2.3515 -1.1115
I -2.1461 2.7984 -6.6320
C -2.1401 3.2917 -4.5563
C -1.9514 4.6587 -4.1739
C -1.5692 4.9307 -2.8811
C -1.4281 3.8138 -2.0265
N -1.6323 2.5595 -2.3708
C -2.0444 2.2536 -3.6816
H -2.0178 5.3898 -4.9531
H -1.2668 5.9508 -2.5240
H -1.3058 4.0187 -0.9245
H -2.1385 1.2024 -3.8845
Cl 1.7325 -2.4008 -5.8136
C 3.4648 -2.6061 -5.4612
C 4.3281 -2.4485 -6.6327
C 5.6765 -2.3222 -6.3520
C 6.2155 -2.5272 -5.0425
C 5.3598 -2.7425 -3.9694
Cl 6.0163 -2.9184 -2.3831
C 3.9187 -2.6769 -4.1542
N 3.0034 -2.6271 -3.1187
C 2.3250 -3.7006 -2.7173
C 2.8938 -4.9850 -2.7508
C 2.1972 -6.1227 -2.3746
C 0.8660 -6.1047 -1.9694
C 0.2533 -4.8488 -1.9128
C 0.9588 -3.6427 -2.1740
C 0.3459 -2.2403 -2.0218
C -0.6033 -1.8320 -0.8421
O -0.0573 -2.5451 0.2493
O -0.5111 -0.4428 -0.7247
H 3.8701 -2.7075 -7.5968
H 6.3967 -1.9951 -7.1495
H 7.2985 -2.5107 -4.9171
H 2.8669 -1.8308 -2.5357
H 3.9487 -5.0292 -3.0723
H 2.7411 -7.0914 -2.3918
H 0.4431 -6.9571 -1.5625
H -0.7403 -4.6425 -1.6130
H -0.2240 -1.9556 -2.9633
H 1.2415 -1.5651 -1.9803

---

6.
111
Properties=species:S:1:pos:R:3 method="wB97M-V/def2-TZVPD" homo_ev="-15.50 / -15.81" s2=6.04 spin_multiplicity=5 total_charge=+3
Pd 0.2388 0.0952 -0.9454
C -3.5817 3.4033 1.3134
N -3.0581 2.0757 0.9779
C -4.0041 0.9771 1.1579
C -1.8069 1.8343 0.6236
O -1.4008 0.6632 0.4279
C -0.8460 3.0184 0.4632
O 0.4344 2.6075 0.0461
C 1.4404 2.6155 1.0370
C 1.4020 1.2975 1.8064
O 1.2792 0.2396 1.1392
N 1.4616 1.3202 3.1282
C 1.2112 0.1264 3.9294
C 1.8044 2.5222 3.9037
H -3.7325 3.4827 2.3903
H -4.5413 3.5355 0.8171
H -2.9196 4.1955 0.9890
H -4.1709 0.7979 2.2205
H -3.6126 0.0745 0.6996
H -4.9506 1.2531 0.6979
H -0.7944 3.5685 1.4085
H -1.2360 3.7054 -0.2935
H 1.3291 3.4847 1.6822
H 2.3968 2.6922 0.5140
H 0.7504 -0.6362 3.3115
H 0.5396 0.4003 4.7428
H 2.1405 -0.2596 4.3457
H 2.5350 3.1358 3.3874
H 2.2565 2.1923 4.8362
H 0.9161 3.1084 4.1400
O 0.5817 4.0447 -2.6306
S 0.5106 2.8794 -3.4336
O 1.6648 2.2421 -3.9731
N -0.2440 1.6008 -2.5036
C -1.2812 1.1460 -3.1379
S -1.9155 -0.3150 -2.4533
C -1.6992 1.8744 -4.3372
C -2.8045 1.6758 -5.1445
C -2.9879 2.5429 -6.2183
C -2.0906 3.5753 -6.4640
C -0.9724 3.7796 -5.6517
C -0.8045 2.9088 -4.6010
H -3.5080 0.8771 -4.9482
H -3.8420 2.4153 -6.8679
H -2.2592 4.2385 -7.3011
H -0.2782 4.5851 -5.8458
C 5.1564 -3.1834 -3.2970
C 5.0171 -1.6715 -3.3151
N 3.6114 -1.2296 -3.3709
C 2.9946 -1.1924 -4.7042
C 2.1258 -2.3997 -5.0285
C 2.8994 -0.9588 -2.2811
C 3.5768 -0.9683 -0.9491
N 1.6111 -0.6857 -2.3310
H 6.2053 -3.4533 -3.1849
H 4.7988 -3.6326 -4.2228
H 4.5987 -3.6192 -2.4656
H 5.5121 -1.2444 -4.1867
H 5.4944 -1.2315 -2.4452
H 3.8133 -1.1260 -5.4183
H 2.4351 -0.2554 -4.7966
H 2.6785 -3.3284 -4.8958
H 1.8041 -2.3450 -6.0676
H 1.2342 -2.4515 -4.4034
H 4.4167 -0.2748 -0.9389
H 3.9557 -1.9650 -0.7152
H 2.8738 -0.6596 -0.1810
H 1.2539 -0.6664 -3.2786
C -0.2928 -3.8800 -2.0356
C 1.0017 -4.5648 -1.6919
C 1.5378 -5.5110 -2.5578
C 2.7043 -6.1997 -2.2462
C 3.3745 -5.9484 -1.0590
C 2.8691 -5.0040 -0.1767
C 1.6799 -4.3404 -0.4859
Sb 0.8346 -3.1556 1.0276
C -0.9737 -4.1143 1.4840
C -1.2006 -5.3707 0.9203
C -2.3338 -6.0783 1.2870
C -3.2310 -5.5199 2.1872
C -2.9995 -4.2625 2.7267
C -1.8679 -3.5292 2.3836
C -1.5998 -2.2019 3.0401
C 2.2498 -3.2789 2.5784
C 3.3841 -2.4816 2.4063
C 4.4444 -2.5722 3.2925
C 4.3544 -3.4481 4.3649
C 3.2227 -4.2301 4.5330
C 2.1435 -4.1753 3.6509
C 0.9731 -5.0948 3.8723
H -0.4977 -3.9572 -3.1017
H -0.2569 -2.8164 -1.7748
H -1.1344 -4.3371 -1.5108
H 1.0286 -5.7199 -3.4907
H 3.0915 -6.9350 -2.9383
H 4.2828 -6.4820 -0.8169
H 3.3929 -4.8006 0.7487
H -0.4968 -5.8110 0.2252
H -2.5127 -7.0609 0.8726
H -4.1194 -6.0673 2.4715
H -3.7063 -3.8458 3.4325
H -2.5229 -1.7553 3.4064
H -1.1389 -1.4812 2.3556
H -0.9427 -2.3294 3.9054
H 3.4437 -1.7840 1.5835
H 5.3294 -1.9680 3.1487
H 5.1690 -3.5288 5.0708
H 3.1719 -4.9186 5.3667
H 1.1341 -5.6980 4.7624
H 0.8403 -5.7777 3.0304
H 0.0376 -4.5498 4.0041

---

7.
25
Properties=species:S:1:pos:R:3 method="wB97M-V/def2-TZVPD" homo_ev="0.67 / -4.05" s2=0.76 e_above_lowest_kj_mol=295.1 spin_multiplicity=2 total_charge=-1
C 3.6376 0.8927 0.7215
C 0.6660 -1.6811 -0.6079
C 1.1955 -0.7231 -1.4089
C 1.2607 -2.0249 0.5324
C 2.3750 -0.1435 -1.0492
C 2.4866 -1.3594 1.0971
C 2.9327 -0.3466 0.2919
O -0.5260 -2.3582 -1.0252
H -0.4701 -3.4048 -0.9998
H 0.8190 -0.6322 -2.3307
H 0.8788 -2.8853 1.0220
H 2.7755 0.6621 -1.6096
H 2.9263 -1.8719 1.8858
H 2.9340 1.4041 1.3615
H 3.9584 1.6403 -0.0058
H 4.5725 0.7030 1.4478
C -2.5147 2.8222 0.9139
C -3.3398 1.7987 0.2108
O -4.4758 1.8454 0.1707
N -2.6608 0.5779 -0.1041
H -1.4503 2.8254 0.4242
H -2.4046 2.1379 1.8988
H -3.2054 -0.2413 -0.0167
H -1.9138 0.5014 -0.7698
H -2.9774 3.8092 1.0465

---

Copy entry 3 word for word.
13
Properties=species:S:1:pos:R:3 method="wB97M-V/def2-TZVPD" homo_ev=-10.34 e_above_lowest_kj_mol=331.4 spin_multiplicity=1
C 0.2823 1.5764 -0.6336
C 0.8237 1.5189 0.5825
C 1.4288 0.3135 1.0806
N 1.9055 -0.6663 1.4756
H -0.1842 2.4883 -0.9903
H 0.2712 0.7202 -1.2997
H 0.8192 2.3704 1.2558
H -2.0964 -0.3981 0.6970
H -2.0927 -0.0883 1.3751
C -0.3265 -1.9299 -0.8383
O -1.2963 -1.3770 -1.2996
H 0.4797 -2.3204 -1.4888
H -0.1792 -2.0564 0.2495